114
Properties=species:S:1:pos:R:3 method="wB97M-V/def2-TZVPD" max_force_ha_per_bohr=0.0354 homo_ev="-9.48 / -9.49" total_charge=+1 multiplicity=2 total_energy_ha=-3390.0576 orbital_gap_ev="7.558 / 7.606"
Ce -0.1967 -0.6563 -0.3246
P -1.1133 -3.3801 -0.0239
P 2.0543 -0.8320 -2.0478
O 1.0005 3.4339 1.7894
O -0.9805 4.2659 -0.0821
O -4.2131 3.3774 -1.0154
N -1.6907 3.0022 2.2278
N -2.5003 2.0451 0.3583
N 1.5282 -2.1298 0.3615
N -0.5622 1.1245 1.3389
C -2.1099 0.3792 -1.4453
C -3.1484 6.8415 1.4152
C 0.4241 -5.6211 0.7789
C -3.5768 0.6477 -3.4032
C -2.3654 -4.6594 -0.5769
C 2.1006 1.7654 -2.8690
C 2.0809 2.3729 3.6932
C -1.7957 -2.6242 1.5892
C -1.7627 -3.4537 2.8726
C 1.5751 4.6744 2.1337
C 2.5818 -2.5425 -2.6020
C 2.6657 -1.3443 0.5335
C 0.3736 -4.2461 0.5541
C 1.1834 2.3742 2.6322
C 2.7661 -4.1597 0.8910
C 0.6007 0.1069 3.1942
C 4.0848 -2.7844 -2.6261
C 2.5044 0.3857 -3.4015
C 4.4479 -0.3977 1.8606
C -3.0565 4.9131 2.8289
C 2.7830 -5.5132 1.1290
C 0.4060 1.2206 2.3803
C -3.5280 6.1900 2.5731
C 2.2524 1.2518 4.4863
C 4.8692 0.3659 0.7815
C 1.6075 -6.2547 1.0985
C 3.3644 -1.2425 1.7416
C -2.2073 4.2862 1.9312
C -1.5062 2.0403 1.2696
C -0.3733 4.9532 -1.1482
C -2.3063 6.2251 0.5046
C -4.6959 4.4533 -1.7865
C -3.7161 2.2575 -1.6500
C -2.9358 -5.6119 0.4842
C 1.5659 -3.4683 0.6378
C -3.1639 -1.9968 1.3256
C -4.1224 1.8174 -2.8940
C 3.9091 0.3885 -4.0049
C 1.9141 -2.8523 -3.9384
C -2.5925 -0.0335 -2.7104
C -1.8209 4.9477 0.7472
C -1.7556 -5.3977 -1.7742
C 4.1969 0.2842 -0.4272
C 3.1088 -0.5686 -0.5719
C 1.5123 0.1144 4.2355
C -2.7350 1.5295 -0.9377
H 1.2584 5.3701 1.3601
H 2.7819 2.0926 -2.0849
H 4.5389 0.8747 -1.2626
H 3.0325 -1.8306 2.5836
H 2.3260 -2.2342 -4.7349
H 4.5605 -2.2662 -3.4524
H -3.1342 -1.3905 0.4073
H 0.4264 4.2997 -1.4939
H -1.0751 5.1296 -1.9699
H -3.9308 4.8142 -2.4796
H 2.1140 2.5065 -3.6677
H -2.4899 -6.0626 -2.2270
H -3.3421 4.3951 3.7334
H 2.6687 4.6362 2.1462
H -4.9305 5.2306 -1.0607
H -1.8673 -2.7874 3.7312
H -2.9842 -6.6261 0.0904
H 1.0823 1.7249 -2.4525
H -5.5997 4.2014 -2.3441
H -1.0725 -1.7936 1.7367
H 4.6832 0.3161 -3.2478
H -4.8656 2.3589 -3.4583
H 2.9702 1.2748 5.2911
H 2.1434 -3.1993 -1.8379
H -2.5751 -4.1739 2.9223
H -4.1834 6.6738 3.2784
H 1.2064 5.0317 3.1019
H 1.6404 -0.7625 4.8497
H 0.0537 5.9081 -0.8275
H 3.7276 -5.9999 1.3227
H -3.1651 2.7961 0.5257
H 4.0401 -0.4342 -4.7028
H 5.7346 1.0043 0.8783
H -3.5074 7.8386 1.2154
H -3.9244 -2.7662 1.2158
H -0.0061 -0.7773 3.0273
H 4.5460 -2.4595 -1.6961
H -2.3262 -5.6287 1.3793
H -2.1773 -0.9415 -3.1581
H 0.8374 -2.6732 -3.8760
H 1.7892 0.1239 -4.1982
H 4.2687 -3.8502 -2.7426
H -1.1681 2.9070 3.0859
H -3.9242 0.2817 -4.3585
H -2.0238 6.7539 -0.3915
H -0.8130 -3.9815 2.9687
H 2.0773 -3.8962 -4.1990
H 1.6303 -7.3163 1.2926
H -3.4533 -1.3544 2.1564
H 4.9668 -0.3282 2.8041
H 3.6941 -3.6052 0.8680
H -3.1790 -4.0314 -0.9682
H -3.9447 -5.3247 0.7696
H -0.8922 -5.9900 -1.4783
H 4.0616 1.3147 -4.5585
H -1.4284 -4.6821 -2.5288
H 2.6691 3.2512 3.9021
H -0.4762 -6.2074 0.6962


22
Properties=species:S:1:pos:R:3 method="wB97M-V/def2-TZVPD" max_force_ha_per_bohr=0.1227 relative_energy_kcal_mol=69.5 homo_ev="-14.32 / -14.32" total_charge=+1 multiplicity=2 total_energy_ha=-461.3041 orbital_gap_ev="8.978 / 4.937"
O -0.7732 2.5001 0.4303
O -2.6821 1.3656 1.6463
O 2.7562 2.6966 0.3132
O -1.3099 -0.4911 -1.6045
C 0.5400 -2.4662 -0.4006
C 1.1685 -3.6896 0.3509
C -0.0074 -0.1374 -1.1036
C 0.3978 -1.1767 -0.0096
H -1.7943 1.5462 1.9431
H -1.7081 2.3612 0.2443
H -1.4289 -1.4513 -1.5359
H 2.1233 -3.5690 1.0180
H 1.7192 -4.4236 -0.2958
H -0.1895 0.8840 -0.6488
H -0.4435 3.4262 0.5688
H 2.2008 1.9235 -0.0175
H 3.5726 2.6168 -0.2058
H 0.6872 -0.9008 0.9899
H -2.6781 0.6554 1.1295
H 0.5531 -4.0436 1.0505
H 0.6708 -0.2021 -2.0595
H 0.1930 -2.5728 -1.4868


15
Properties=species:S:1:pos:R:3 method="wB97M-V/def2-TZVPD" max_force_ha_per_bohr=0.0912 relative_energy_kcal_mol=75.3 homo_ev="-7.91 / -7.91" total_energy_ha=-739.7780 orbital_gap_ev="6.998 / 7.001"
S -3.0352 0.8743 0.1687
N -0.7274 1.0204 -1.0173
N -0.5273 -2.4705 -0.9915
C 0.8276 -0.2778 1.3819
C -1.5478 0.4835 -0.1389
C -0.3976 -1.8898 -0.0065
C -0.3446 -1.0757 1.1387
C 1.3249 0.5521 0.4295
C 0.7401 0.6931 -0.9365
H 0.9620 -0.1469 -1.5467
H -0.8427 -1.1605 2.0805
H 1.0588 -0.3229 2.3561
H 2.1162 1.2704 0.6376
H -0.9473 1.0779 -1.9956
H 1.3405 1.3726 -1.5600


149
Properties=species:S:1:pos:R:3 method="wB97M-V/def2-TZVPD" max_force_ha_per_bohr=0.0782 relative_energy_kcal_mol=3.7 homo_ev=-7.27 total_charge=-1 total_energy_ha=-3937.7193 orbital_gap_ev=9.200
O -23.9230 8.2975 13.3419
O -20.2107 4.0310 4.2260
O -21.8765 3.9581 10.1697
O -29.4179 6.0049 11.5632
O -22.8858 -0.2621 9.1376
O -23.0799 3.7675 12.2829
O -24.4864 6.0955 13.6510
O -18.4095 6.0120 14.2728
O -18.9018 0.9075 4.8656
O -20.4248 5.9326 15.0913
O -20.1044 13.1793 12.7565
O -24.2894 4.3233 10.3760
O -20.9799 7.2658 10.4267
O -19.2166 7.3356 6.0450
O -19.8582 3.8546 12.8938
O -21.1011 4.6446 6.2173
O -21.6894 5.6908 4.3196
O -18.8117 1.7741 12.9838
O -26.8073 2.0539 18.7902
O -15.4076 1.8795 12.7173
O -24.4017 1.2553 10.0746
O -24.6476 2.7243 13.4676
O -19.7986 4.7512 9.6471
O -26.3016 3.7210 11.1932
O -26.9915 0.0363 19.7310
O -18.6869 5.3253 16.3443
O -22.6582 5.9102 11.1634
N -17.9068 6.1813 7.4900
N -19.4013 0.6244 7.0765
N -20.8652 11.0403 12.3355
N -29.3714 3.9644 12.6429
N -15.6931 3.6081 14.1582
C -25.4459 7.2658 11.7771
C -21.8881 11.0053 13.3945
C -20.9170 4.8973 10.0684
C -20.9142 4.7129 4.9121
C -24.7654 -1.1463 7.8129
C -18.3990 1.8765 11.5751
C -24.2866 3.3416 12.5071
C -22.4890 0.5671 11.3304
C -25.1532 3.7921 11.3003
C -17.0500 6.1693 8.6921
C -28.7434 4.4646 13.8513
C -24.8093 6.6718 15.9407
C -18.9530 -0.7696 7.1713
C -18.4945 7.2926 7.0506
C -20.6960 6.4318 13.6891
C -22.3692 6.4699 5.3333
C -26.3359 0.3334 17.3680
C -20.2315 12.1915 12.0433
C -15.5430 2.2540 13.8562
C -17.9138 4.8595 6.8600
C -29.4063 2.4989 12.4346
C -22.0064 5.6983 6.6269
C -27.5437 4.1415 19.5480
C -19.6997 2.7344 13.3863
C -23.3657 0.5811 10.1261
C -21.4916 6.2042 10.5904
C -17.5860 0.6283 11.1642
C -19.2328 6.5010 13.1900
C -19.9802 1.3129 8.1978
C -19.1192 5.7195 15.3443
C -19.3694 1.3114 5.9031
C -26.7846 0.6985 18.7584
C -15.6885 4.6111 13.1019
C -29.5495 4.8118 11.6043
C -23.8824 6.0059 14.8776
C -20.3116 2.3340 14.6896
C -24.5530 7.2999 12.9742
C -27.1341 2.7430 19.9380
C -23.6498 -0.0891 7.8987
C -15.8171 3.9679 15.5403
C -21.0046 10.0688 11.2653
B -22.9872 4.4595 10.9645
H -17.4356 5.4666 9.4062
H -21.5552 6.2550 7.4386
H -25.7082 -0.6109 17.3249
H -22.0225 10.1123 10.9236
H -28.2009 5.3457 13.6062
H -18.1036 -0.7730 7.8346
H -26.4510 7.6036 12.0006
H -27.9222 2.1607 20.4051
H -23.4883 6.5314 5.1051
H -16.5932 0.5913 11.6673
H -18.1597 -0.2924 11.2326
H -18.6266 -1.1675 6.1856
H -25.0874 7.9057 11.0083
H -28.0043 3.7576 14.1834
H -16.9652 4.5562 6.4629
H -28.0511 4.6697 20.3782
H -21.2334 5.7107 13.0776
H -17.7652 2.7616 11.5166
H -26.6772 4.7842 19.3545
H -28.0896 4.1356 18.5902
H -23.2092 0.4699 12.1513
H -16.0976 5.8903 8.3735
H -20.9843 3.1803 15.0746
H -20.3163 0.5645 8.9511
H -21.4278 10.7396 14.3049
H -29.4118 4.8289 14.6743
H -14.7993 4.5365 12.4603
H -18.4262 8.1245 7.6960
H -24.2621 -2.1519 7.9253
H -16.6160 4.4603 12.5235
H -25.5568 -0.8943 8.5841
H -19.0078 5.8985 12.2777
H -26.2358 2.7490 20.5902
H -27.2662 0.1566 16.6984
H -20.8649 1.9201 7.8878
H -17.1995 0.9417 10.1453
H -16.2413 3.1776 16.1835
H -22.8918 6.4416 14.8936
H -19.7793 -1.4582 7.4097
H -29.8025 2.0380 13.3463
H -18.2217 4.1599 7.6382
H -25.5424 6.1934 11.4131
H -21.9448 7.4584 5.2319
H -15.4690 1.5524 14.6619
H -15.8267 5.6317 13.5548
H -22.5648 11.8538 13.5959
H -29.8717 4.2037 10.7874
H -19.8913 2.3000 5.9522
H -22.8762 -0.3029 7.1276
H -19.5069 2.2496 15.4360
H -21.9354 1.5409 11.3019
H -23.7925 4.9709 15.0709
H -18.7412 7.4601 13.0792
H -28.4825 2.0368 12.1680
H -19.7726 12.2831 11.0361
H -18.5946 4.8602 6.0242
H -19.2355 1.9177 8.7092
H -24.0441 0.9510 7.8389
H -16.8389 7.0979 9.1483
H -14.8381 4.0895 16.0276
H -24.5434 6.3665 16.9521
H -16.4554 4.8366 15.5836
H -19.2999 1.9907 10.9854
H -20.2170 10.3047 10.5385
H -22.8691 5.1771 6.9962
H -25.8426 6.4541 15.7666
H -22.5820 10.1925 13.2961
H -25.2805 -1.1060 6.8307
H -30.2079 2.2962 11.7126
H -20.8260 9.0015 11.6665
H -20.8485 1.4107 14.6807
H -25.8593 1.1965 16.8887
H -24.7936 7.7883 15.8748
H -21.2100 7.3778 13.7794
H -21.7299 -0.2037 11.5012


10
Properties=species:S:1:pos:R:3 method="wB97M-V/def2-TZVPD" max_force_ha_per_bohr=0.2725 relative_energy_kcal_mol=128.1 homo_ev=-9.37 total_energy_ha=-1129.1546 orbital_gap_ev=8.595
Cl 0.4646 -2.8293 0.1075
Cl 2.4221 -0.7864 -0.2379
N -2.3738 -1.5239 -0.4195
C -0.1354 -0.0254 -0.1053
C -1.5048 -0.4774 0.0086
C 0.1778 1.4792 0.1234
C 0.6852 -1.1630 -0.0721
H 1.1505 1.7496 -0.3159
H 0.0550 1.6091 1.3670
H -0.9411 1.9673 -0.4559


17
Properties=species:S:1:pos:R:3 method="wB97M-V/def2-TZVPD" max_force_ha_per_bohr=0.0853 relative_energy_kcal_mol=71.4 homo_ev=-8.18 total_energy_ha=-408.9838 orbital_gap_ev=8.919
F 2.2963 0.1904 -0.1600
O -0.0187 -1.5620 -0.0777
C 1.4413 -2.0007 0.0717
C -2.7243 -0.3895 -0.0983
C 0.8940 0.5976 -0.1713
C -1.5220 0.3718 0.0283
C -0.1809 -0.2291 -0.2009
C 0.7015 2.0902 -0.0497
H 1.9999 -1.7146 -0.8039
H -3.7678 -0.0630 -0.0376
H 0.1543 2.1396 1.0039
H 1.9374 -1.5946 0.8765
H -2.7968 -1.4229 -0.4762
H 1.2883 -3.0357 0.2333
H 0.1517 2.5016 -0.8511
H 1.6501 2.6313 0.2233
H -1.5045 1.4898 0.4897